# 1
Formula: C42H80F9N3O18
Source: the OMol25 dataset
Level of theory: ωB97M-V/def2-TZVPD

Computed properties:
- largest force on an atom (eV/Å) = 6.33
- frontier orbital gap (eV) = 9.21
- LUMO (eV) = -0.37
- E_tot (eV) = -110621.886
- structure (SMILES) = CCOC(=O)C(F)(F)F.CCOC(=O)C(F)(F)F.CCOC(=O)C(F)(F)F.COCCOCCOC.COCCOCCOC.COCCOCCOC.COCCOCCOC.CC#N.CC#N.CC#N

Geometry as ORCA input:
```
! wB97M-V def2-TZVPD RIJCOSX def2/J DEFGRID3
* xyz 0 1
C -9.89555 -1.52005 14.60042
C -9.74407 -0.01335 14.53113
O -9.39494 0.41450 13.20443
C -9.00471 1.76000 12.93473
O -8.98728 2.66294 13.75124
C -8.80598 2.00208 11.34877
F -7.56347 2.53839 11.02053
F -8.96279 0.83846 10.64213
F -9.77568 2.85071 10.83131
H -9.92800 -1.95732 15.59834
H -9.19422 -2.09287 13.99368
H -10.82091 -1.71402 14.05804
H -9.06354 0.18578 15.35897
H -10.74047 0.31990 14.82132
C -11.05734 6.24202 8.78219
C -10.40906 5.74890 7.48201
O -9.05724 5.21791 7.55493
C -8.74556 3.87323 7.59857
O -9.63441 3.01152 7.74292
C -7.28370 3.48216 7.35918
F -7.18654 2.69196 6.27765
F -6.56452 4.50913 7.08184
F -6.78325 2.79487 8.36303
H -10.57126 6.98001 9.42031
H -11.33743 5.32073 9.29295
H -11.96571 6.74574 8.45169
H -10.46726 6.66827 6.89938
H -11.15869 4.99571 7.23939
C -8.60281 3.47335 17.10275
C -9.97387 3.00645 16.76600
O -10.87635 3.90561 17.41447
C -12.18073 3.90126 17.18129
O -12.81408 3.21756 16.41058
C -12.89936 4.86235 18.11986
F -13.60363 4.10482 19.08583
F -12.09626 5.67164 18.79491
F -13.86950 5.65546 17.48972
H -8.36319 4.39579 16.57379
H -7.90625 2.73613 16.70349
H -8.46136 3.74195 18.14962
H -10.19991 2.01600 17.16097
H -10.17230 2.86781 15.70322
C -13.12066 2.78906 12.33248
O -14.25036 3.50709 11.82597
C -14.15699 4.92497 11.96299
C -15.46660 5.60658 11.65306
O -15.21764 7.00407 11.42412
C -16.46372 7.71056 11.06215
C -16.16706 9.12731 11.49975
O -15.13079 9.65031 10.72815
C -13.92032 9.93092 11.46078
H -13.09028 1.73194 12.06853
H -13.03811 2.89344 13.41432
H -12.18344 3.13268 11.89471
H -13.48965 5.10874 11.12098
H -13.84942 5.27761 12.94744
H -16.05421 5.52208 12.56721
H -15.98783 5.10716 10.83636
H -17.28938 7.36192 11.68249
H -16.79602 7.58301 10.03190
H -15.89846 9.09888 12.55576
H -16.99045 9.80940 11.28791
H -13.66632 9.12733 12.15203
H -14.07829 10.87847 11.97584
H -13.11731 10.03445 10.73101
C -2.06898 -1.05045 10.35602
O -2.99819 -1.79291 11.12800
C -3.20230 -1.26181 12.45154
C -4.62377 -0.60447 12.57119
O -5.69300 -1.54930 12.52526
C -5.81934 -2.52984 13.54161
C -5.79936 -1.83920 14.90302
O -4.46745 -1.51849 15.42005
C -4.47716 -0.64126 16.57108
H -2.22083 0.01830 10.20502
H -1.90022 -1.54448 9.39917
H -1.09417 -0.97991 10.83859
H -2.48754 -0.49113 12.74010
H -2.98985 -2.01888 13.20640
H -4.83113 0.10897 11.77362
H -4.72234 -0.02889 13.49156
H -5.15522 -3.39360 13.57255
H -6.85990 -2.85063 13.59102
H -6.22034 -2.49357 15.66635
H -6.46407 -0.98912 14.74933
H -5.18385 -1.02860 17.30501
H -4.89225 0.30542 16.22525
H -3.50644 -0.46944 17.03615
C -0.30017 3.84768 13.18961
O -0.34985 2.94681 14.29541
C -1.64370 2.88841 14.97857
C -2.84310 2.54592 14.05438
O -3.52320 3.73135 13.60032
C -4.98482 3.82993 13.83612
C -5.24159 5.34489 13.89938
O -5.28019 5.93095 12.61099
C -4.06288 6.14152 11.94593
H -1.13566 3.75792 12.49536
H 0.59806 3.69537 12.59122
H -0.39903 4.89809 13.46343
H -1.72234 3.79616 15.57683
H -1.45827 2.04527 15.64401
H -3.50537 1.95837 14.69021
H -2.58115 1.84555 13.26131
H -5.34520 3.38411 14.76319
H -5.56985 3.38111 13.03337
H -4.67000 5.94885 14.60408
H -6.27515 5.31624 14.24439
H -4.37399 6.67627 11.04852
H -3.38855 5.33404 11.66074
H -3.55659 6.86254 12.58773
C -7.79519 -8.41871 16.63284
O -8.28347 -7.27701 15.85610
C -9.68290 -7.15583 15.98665
C -10.08735 -5.65808 16.04801
O -11.31622 -5.50038 16.77568
C -11.98562 -4.23605 16.69707
C -12.63697 -3.83558 15.35706
O -13.30407 -2.63267 15.56062
C -13.89420 -2.09847 14.43251
H -6.70648 -8.36755 16.64655
H -8.05921 -9.32962 16.09558
H -8.22669 -8.37983 17.63304
H -10.04051 -7.55255 16.93682
H -10.27406 -7.70690 15.25524
H -10.14562 -5.25521 15.03687
H -9.25628 -5.11049 16.49249
H -11.38921 -3.37672 17.00356
H -12.87062 -4.29217 17.33089
H -13.30339 -4.66621 15.12459
H -11.89921 -3.74696 14.55959
H -13.26114 -2.13064 13.54577
H -14.19077 -1.07349 14.65514
H -14.79274 -2.70701 14.33055
C -7.73508 -3.28428 10.62762
C -7.36890 -4.56170 11.28150
N -7.05464 -5.55215 11.79150
H -8.56568 -3.52937 9.96571
H -6.85035 -2.98532 10.06550
H -7.81732 -2.60350 11.47490
C -11.75542 -1.71363 11.05014
C -11.21134 -2.89083 11.59524
N -10.75853 -3.89170 12.05545
H -12.34949 -1.11094 11.73713
H -12.29347 -1.87505 10.11604
H -10.94511 -1.06900 10.70964
C -9.56031 6.28854 14.44505
C -8.98916 6.83371 13.19808
N -8.47822 7.24122 12.20880
H -10.55810 5.86914 14.31619
H -9.65629 7.00335 15.26232
H -9.02426 5.38174 14.72514
*
```

***

# 2
Formula: C42H53F6IN2OP
Source: the OMol25 dataset
Level of theory: ωB97M-V/def2-TZVPD

Computed properties:
- largest force on an atom (eV/Å) = 2.90
- frontier orbital gap (eV) = 7.75
- LUMO (eV) = -2.86
- E_tot (eV) = -83129.024

Geometry as ORCA input:
```
! wB97M-V def2-TZVPD RIJCOSX def2/J DEFGRID3
* xyz 1 1
C -3.45958 5.56725 0.81749
C -2.40205 5.03476 -0.15868
C -2.64601 3.62485 -0.80871
I -4.74535 3.16453 -0.78764
C -1.66209 2.52655 -0.30183
C -1.25895 2.63133 1.19342
C -2.37762 2.67224 2.22868
C -3.50222 1.87267 2.21780
C -4.47849 1.94508 3.16698
C -4.36519 2.82472 4.21225
C -3.23673 3.60849 4.27091
C -2.26301 3.54668 3.30838
C -1.06943 4.46531 3.52138
C -2.07058 1.03517 -0.55907
C -1.17455 0.17169 -1.43318
F -1.96690 -0.88724 -1.84668
C 0.09242 -0.45222 -0.84707
C 0.15099 -0.69753 0.66852
C 1.05246 -1.94289 0.89180
C 1.67384 -2.00146 2.28574
F 1.32322 -0.98140 3.09615
F 1.21650 -3.14288 2.88854
C 3.22516 -2.14186 2.27697
F 3.73906 -1.74518 3.44143
F 3.79138 -1.39175 1.30610
F 3.56505 -3.41063 2.05117
N -0.81637 0.86227 -2.70389
C -0.34195 2.27694 -2.54838
P 1.27715 2.37096 -3.43625
O 2.14978 1.21598 -3.14618
C -0.30934 2.83006 -1.10929
N 0.90926 2.50248 -0.38071
C 1.83932 3.37233 -0.22529
C 1.66578 4.73632 0.43792
C 3.26330 3.06762 -0.63465
H -3.77300 4.86407 1.58712
H -4.32037 6.01322 0.32231
H -2.99302 6.40416 1.35498
H -2.36258 5.75747 -0.98012
H -1.42546 5.08903 0.32754
H -2.40941 3.77148 -1.86337
H -0.64191 1.76388 1.44091
H -0.63995 3.50563 1.35272
H -3.67583 1.16543 1.41605
H -5.36080 1.31908 3.10307
H -5.12470 2.92010 4.97774
H -3.11947 4.29020 5.10660
H -1.15314 5.41662 2.98849
H -0.88929 4.61093 4.58513
H -0.16834 3.96211 3.15621
H -2.13818 0.54357 0.40647
H -3.07539 0.91346 -0.98024
H 0.99558 0.09818 -1.12741
H 0.20748 -1.42789 -1.33591
H -0.81325 -0.93667 1.11729
H 0.66675 0.14128 1.13352
H 0.48341 -2.85792 0.72371
H 1.83572 -1.93581 0.12911
H -1.65868 0.85743 -3.28899
H -0.14115 0.25907 -3.20267
H -1.02886 2.90215 -3.12738
H 0.93961 2.32322 -4.81118
H 1.83378 3.63983 -3.18833
H -0.30290 3.92061 -1.26587
H 2.63464 5.21288 0.57253
H 0.99675 5.36913 -0.15287
H 1.24948 4.54888 1.42943
H 3.49185 3.76171 -1.45184
H 3.94932 3.31923 0.17992
H 3.38573 2.03494 -0.95178
C 0.60704 -3.43304 -6.68102
C 1.12455 -2.32045 -6.03377
C 0.72028 -2.01984 -4.74214
C -0.19582 -2.83868 -4.09135
C -0.71170 -3.95356 -4.73827
C -0.31364 -4.24782 -6.03494
H 0.92224 -3.66693 -7.68956
H 1.84510 -1.68859 -6.53721
H 1.12615 -1.14540 -4.23785
H -0.50953 -2.61079 -3.07970
H -1.42364 -4.59251 -4.23187
H -0.71839 -5.11431 -6.54132
C 5.63828 -4.28634 -3.05590
C 5.52834 -4.94511 -4.27243
C 4.29339 -5.04594 -4.89994
C 3.16937 -4.47972 -4.31541
C 3.28102 -3.81789 -3.09938
C 4.51337 -3.72421 -2.46751
H 6.60048 -4.21118 -2.56569
H 6.40587 -5.38165 -4.73200
H 4.20762 -5.56596 -5.84577
H 2.20868 -4.55520 -4.80579
H 2.40337 -3.37498 -2.64371
H 4.59876 -3.21251 -1.51634
C -1.30092 -5.74366 6.20309
C -0.61054 -4.88923 5.35442
C -0.77655 -3.51580 5.46660
C -1.62637 -2.99607 6.43396
C -2.31407 -3.85037 7.28480
C -2.15448 -5.22425 7.16686
H -1.17364 -6.81501 6.11385
H 0.05771 -5.29403 4.60434
H -0.24301 -2.85080 4.80161
H -1.75226 -1.92424 6.52477
H -2.97534 -3.44529 8.04033
H -2.69448 -5.89063 7.82723
*
```

***

# 3
Formula: CH3NO3
Source: the OMol25 dataset
Level of theory: ωB97M-V/def2-TZVPD

Computed properties:
- largest force on an atom (eV/Å) = 3.71
- frontier orbital gap (eV) = 10.72
- LUMO (eV) = -0.10
- E_tot (eV) = -8713.843
- relative energy (zero: lowest compared OMol25 entry of this formula, charge and spin) (eV) = 3.1241
- structure (SMILES) = N#CO.OO

Geometry as ORCA input:
```
! wB97M-V def2-TZVPD RIJCOSX def2/J DEFGRID3
* xyz 0 1
N 2.04470 -1.42506 -1.50838
C 1.86291 -0.41178 -1.06036
O 1.66081 0.70657 -0.42837
H 2.46258 1.16949 -0.44142
O -1.05865 -0.60292 1.04742
O -1.91433 0.23421 0.41752
H -0.31087 -0.75487 0.44323
H -1.71660 1.12214 0.73573
*
```

***

# 4
Formula: C5H6BrN
Source: the OMol25 dataset
Level of theory: ωB97M-V/def2-TZVPD

Computed properties:
- largest force on an atom (eV/Å) = 4.49
- frontier orbital gap (alpha / beta) (eV) = 9.79 / 9.79
- LUMO (alpha / beta) (eV) = 0.01 / 0.01
- E_tot (eV) = -76810.305
- relative energy (zero: lowest compared OMol25 entry of this formula, charge and spin) (eV) = 3.0340

Geometry as ORCA input:
```
! wB97M-V def2-TZVPD RIJCOSX def2/J DEFGRID3
* xyz 0 1
C -2.81268 -1.64491 -1.89053
C -1.40488 -1.52578 -1.79258
C 0.76065 -0.48815 0.67755
C -0.84542 -1.10765 -0.62083
C 0.60742 0.97288 0.92236
N -3.94414 -1.50392 -1.94882
Br 0.37099 -1.60132 2.14066
H -0.70338 -1.59781 -2.67224
H 1.41775 -0.93099 0.07632
H -1.48838 -0.96917 0.22222
H -0.35594 1.19720 0.49963
H 1.35917 1.48743 0.49246
H 0.47680 1.25645 1.93045
*
```